Record 1
Here is a molecular structure, C14H8N3O7RuS6 from OMol25. Energies are from ωB97M-V with the def2-TZVPD basis set.

Output
highest occupied orbital energy (alpha / beta): -2.29 / -2.25 eV
ΔE to the lowest compared entry with this formula, charge and spin: 30.4 kcal per mole
total charge: -2
multiplicity: 2
Kohn-Sham gap (alpha / beta): 0.2267 / 0.2249 Eh
DFT total energy: -101047.3501 eV

Positions of all 39 atoms, in Å:
Ru -1.137 -1.036 1.267
S -7.300 -3.572 4.415
C -5.933 -2.932 3.719
S -4.402 -2.868 4.497
C -3.494 -2.123 3.206
C -4.185 -1.868 2.076
S -3.500 -1.114 0.661
S -5.870 -2.326 2.111
S -1.814 -1.696 3.446
N -1.026 0.996 1.870
C -1.797 1.823 0.942
C -1.635 1.266 -0.473
O -1.806 1.999 -1.433
O -1.364 0.004 -0.532
H -1.273 1.124 2.844
H -0.024 1.142 1.731
H -1.511 2.874 0.960
H -2.854 1.729 1.195
O 1.187 -1.482 -0.950
C 1.506 -0.294 -0.793
O 1.249 0.464 0.171
C 2.334 0.339 -1.925
C 2.617 -0.397 -3.069
C 3.357 0.150 -4.111
C 3.833 1.446 -4.020
C 3.544 2.167 -2.871
C 2.802 1.642 -1.826
N 4.051 3.543 -2.771
O 3.812 4.178 -1.764
O 4.724 3.978 -3.695
H 2.231 -1.407 -3.104
H 3.565 -0.435 -4.999
H 4.412 1.903 -4.809
H 2.575 2.215 -0.939
S 3.054 -1.947 3.464
C 1.650 -1.584 2.716
N 0.650 -1.320 2.182
O -1.100 -3.808 0.074
C -1.125 -2.774 0.537


Record 2
Here is a molecular structure, C29H26N6O4SV from OMol25. Energies are from ωB97M-V with the def2-TZVPD basis set.

Output
highest occupied orbital energy (alpha / beta): -0.60 / -1.77 eV
ΔE to the lowest compared entry with this formula, charge and spin: 15.5 kcal per mole
total charge: -2
multiplicity: 4
Kohn-Sham gap (alpha / beta): 0.1970 / 0.2400 Eh
DFT total energy: -84152.7531 eV

Positions of all 67 atoms, in Å:
V 0.140 -0.540 0.165
O -3.036 -1.571 2.604
C -2.127 -1.049 1.959
O -1.266 -1.621 1.220
C -1.908 0.456 2.112
C -2.942 1.313 2.462
C -2.644 2.655 2.618
C -1.325 3.072 2.513
C -0.335 2.142 2.216
N -0.651 0.868 1.954
C 1.156 2.568 2.299
O 1.355 3.793 2.276
O 1.986 1.648 2.485
H -3.936 0.907 2.586
H -3.426 3.371 2.847
H -1.017 4.096 2.670
C -5.648 0.900 -2.071
C -5.307 -0.047 -0.923
N -4.411 -1.115 -1.288
C -3.063 -0.867 -1.557
S -2.270 -2.060 -2.491
N -2.621 0.274 -1.080
N -1.252 0.457 -1.032
C -0.850 1.654 -1.400
C -1.754 2.673 -2.039
C 0.533 1.977 -1.181
C 1.101 3.202 -1.586
C 2.431 3.442 -1.376
C 3.208 2.448 -0.762
C 2.590 1.291 -0.363
N 1.283 1.044 -0.545
H -6.214 1.765 -1.715
H -6.242 0.399 -2.839
H -4.732 1.259 -2.537
H -6.220 -0.501 -0.522
H -4.842 0.516 -0.112
H -4.766 -1.811 -1.923
H -2.767 2.288 -2.077
H -1.423 2.908 -3.054
H -1.750 3.605 -1.467
H 0.471 3.945 -2.056
H 2.877 4.385 -1.668
H 4.259 2.590 -0.558
H 3.137 0.500 0.133
N 1.503 -1.018 1.818
C 2.463 -2.084 1.873
C 2.936 -2.425 3.142
C 3.764 -3.512 3.346
C 4.109 -4.290 2.251
C 3.665 -3.935 0.993
C 2.869 -2.804 0.741
C 2.539 -2.463 -0.685
C 3.492 -2.872 -1.638
C 3.305 -2.654 -2.987
C 2.145 -2.009 -3.403
C 1.233 -1.574 -2.464
C 1.387 -1.757 -1.076
H 1.881 -0.093 2.102
H 0.796 -1.214 2.522
H 2.618 -1.811 3.976
H 4.108 -3.761 4.343
H 4.713 -5.181 2.376
H 3.917 -4.580 0.164
H 4.418 -3.332 -1.320
H 4.059 -2.967 -3.700
H 1.961 -1.828 -4.458
H 0.340 -1.064 -2.809